This record from the OMol25 dataset describes a structure of composition C21H31ClO10P4V. The level of theory is ωB97M-V with the def2-TZVPD basis set.

Results
Energy ... -4341.336630 Eh
Frontier orbital gap (spin up / spin down) ... 6.006 / 5.943 eV
Charge ... -2
F_max ... 0.30 eV/Å
LUMO energy (spin up / spin down) ... 4.5 / 4.5 eV
HOMO level (spin up / spin down) ... -1.50 / -1.43 eV
2S+1 ... 4

```
68
C21H31ClO10P4V | the OMol25 dataset | ωB97M-V with the def2-TZVPD basis set
V 0.407 -0.230 -0.770
C -0.467 0.670 2.999
P -0.169 -0.562 1.682
C 0.910 -1.782 2.501
C -1.790 -1.452 1.692
C -2.205 -2.244 2.762
C -3.410 -2.924 2.727
C -4.227 -2.818 1.609
C -3.836 -2.022 0.546
C -2.624 -1.333 0.577
P -2.085 -0.211 -0.774
C -3.121 -0.729 -2.197
C -3.009 1.292 -0.274
H -0.841 0.191 3.907
H -1.187 1.412 2.652
H 0.491 1.158 3.180
H 0.569 -2.034 3.508
H 1.903 -1.340 2.566
H 0.942 -2.671 1.871
H -1.567 -2.342 3.633
H -3.707 -3.547 3.562
H -5.164 -3.361 1.563
H -4.477 -1.949 -0.324
H -2.956 -1.784 -2.410
H -2.794 -0.141 -3.057
H -4.183 -0.538 -2.029
H -4.028 1.025 0.016
H -3.036 1.981 -1.117
H -2.505 1.792 0.553
O -0.926 -3.005 -2.762
P 0.306 -3.355 -1.762
O 0.354 -4.801 -1.505
O 0.271 -2.369 -0.613
O 1.586 -2.933 -2.706
P 1.772 -1.477 -3.367
O 1.550 -1.744 -4.947
O 3.171 -1.035 -3.127
O 0.606 -0.616 -2.931
H -0.804 -2.074 -3.022
H 2.389 -2.030 -5.318
C 4.712 -1.211 0.404
C 3.780 -0.017 0.243
C 4.452 1.081 -0.582
O 2.608 -0.488 -0.459
C 3.396 0.594 1.624
O 4.310 0.605 2.472
O 2.229 1.040 1.738
H 5.009 -1.583 -0.581
H 4.198 -2.013 0.935
H 5.590 -0.919 0.977
H 4.684 0.710 -1.583
H 5.371 1.391 -0.083
H 3.794 1.945 -0.674
H 2.934 -0.723 -1.356
Cl -1.351 3.412 -2.934
C -1.108 3.738 -1.221
C -1.956 4.656 -0.626
C -1.853 4.929 0.729
C -0.863 4.261 1.459
C -0.020 3.357 0.853
C -0.109 3.023 -0.527
C 0.748 2.026 -1.087
H -2.705 5.149 -1.236
H -2.517 5.642 1.200
H -0.750 4.460 2.520
H 0.748 2.843 1.423
H 0.870 2.064 -2.169
H 1.693 1.960 -0.554
```

This record from the OMol25 dataset describes a structure of composition C3H4N2O2 in a non-equilibrium geometry. The level of theory is ωB97M-V with the def2-TZVPD basis set.

Results
Energy ... -376.639434 Eh
Frontier orbital gap ... 10.209 eV
F_max ... 2.79 eV/Å
LUMO energy ... 0.3 eV
HOMO level ... -9.89 eV

```
11
C3H4N2O2 | the OMol25 dataset | ωB97M-V with the def2-TZVPD basis set
C -0.156 -0.558 -1.009
C -0.144 -0.295 1.612
O -1.497 -0.606 -1.191
N 0.450 0.671 -1.343
N 0.421 -0.476 0.507
C 1.259 1.037 -0.434
O 2.012 1.836 -0.002
H -1.869 0.262 -0.972
H 0.297 -1.455 -1.437
H -1.224 -0.317 1.770
H 0.449 -0.099 2.500
```

This record from the OMol25 dataset describes the molecule C5H10O2. The level of theory is ωB97M-V with the def2-TZVPD basis set.

Results
Energy ... -346.883805 Eh
Frontier orbital gap ... 8.769 eV
F_max ... 0.30 eV/Å
LUMO energy ... 0.3 eV
HOMO level ... -8.46 eV

```
17
C5H10O2 | the OMol25 dataset | ωB97M-V with the def2-TZVPD basis set
C -2.069 -0.755 -0.503
C -1.100 0.405 -0.696
C -0.049 0.526 0.359
O 0.858 -1.224 0.098
C 1.152 1.237 0.156
C 2.044 -0.286 -0.245
O 3.051 -0.488 0.420
H -2.836 -0.754 -1.283
H -1.528 -1.704 -0.542
H -2.579 -0.688 0.466
H -0.610 0.352 -1.677
H -1.642 1.364 -0.681
H -0.364 0.286 1.374
H 1.139 -1.587 0.954
H 1.654 1.638 1.032
H 1.209 1.870 -0.729
H 2.031 -0.263 -1.351
```

This record from the OMol25 dataset describes a structure of composition CH2FLiOY in a non-equilibrium geometry. The level of theory is ωB97M-V with the def2-TZVPD basis set.

Results
Energy ... -259.643593 Eh
Frontier orbital gap (spin up / spin down) ... 5.930 / 9.651 eV
Charge ... +2
F_max ... 1.78 eV/Å
LUMO energy (spin up / spin down) ... -10.7 / -10.9 eV
HOMO level (spin up / spin down) ... -16.68 / -20.51 eV
2S+1 ... 2

```
7
CH2FLiOY | the OMol25 dataset | ωB97M-V with the def2-TZVPD basis set
C -1.053 -0.438 0.529
O 0.253 -0.072 0.507
Li 0.543 0.052 2.319
Y 1.449 0.672 -1.133
F 1.858 1.120 -3.011
H -1.767 0.114 -0.090
H -1.283 -1.450 0.878
```